11
Properties=species:S:1:pos:R:3 method="wB97M-V/def2-TZVPD" total_charge=+3 e_homo_ev="-27.35 / -27.48" multiplicity=5
H 1.510 3.421 1.030
O 0.287 2.218 -0.017
O 0.952 1.106 0.418
C 0.740 3.351 0.254
H 0.213 4.168 -0.245
Cr 2.788 1.043 -0.051
O 4.220 1.885 -1.033
C 4.515 3.150 -1.353
H 4.931 3.139 -2.396
H 3.615 3.863 -1.227
H 5.391 3.509 -0.772



118
Properties=species:S:1:pos:R:3 method="wB97M-V/def2-TZVPD" total_charge=-1 e_homo_ev="-0.95 / -4.62" multiplicity=2
C 17.962 -9.585 5.566
N 19.162 -9.501 6.471
O 19.989 -10.400 6.386
O 19.219 -8.645 7.352
H 17.517 -8.612 5.777
H 17.261 -10.315 5.969
H 18.207 -9.749 4.516
C 15.916 -13.277 9.214
N 16.700 -12.153 8.567
O 17.197 -11.313 9.293
O 16.680 -12.158 7.359
H 14.907 -13.097 8.843
H 15.817 -13.182 10.295
H 16.512 -14.155 8.964
C 24.557 -6.136 2.872
O 23.925 -7.332 3.462
C 22.494 -7.214 3.547
C 21.763 -8.395 4.264
O 21.774 -9.619 3.582
C 22.876 -10.452 3.819
H 25.573 -6.104 3.268
H 23.982 -5.218 2.985
H 24.676 -6.295 1.801
H 22.104 -7.170 2.531
H 22.239 -6.297 4.077
H 20.741 -8.067 4.459
H 22.134 -8.471 5.286
H 23.236 -10.505 4.846
H 23.742 -10.160 3.225
H 22.712 -11.492 3.536
C 13.936 -5.892 0.565
O 15.056 -6.583 0.969
C 15.963 -5.883 1.768
C 17.041 -6.829 2.339
O 17.574 -7.501 1.214
C 18.813 -8.226 1.421
H 13.333 -5.745 1.461
H 13.368 -6.488 -0.149
H 14.229 -5.017 -0.015
H 15.409 -5.479 2.614
H 16.518 -5.157 1.174
H 16.532 -7.611 2.902
H 17.737 -6.222 2.917
H 19.167 -8.875 0.620
H 18.849 -8.785 2.355
H 19.578 -7.454 1.333
C 14.774 -9.881 1.831
C 15.494 -10.524 2.812
C 14.885 -11.361 3.690
C 13.522 -11.543 3.705
C 12.747 -10.864 2.751
C 13.404 -10.116 1.764
H 15.256 -9.137 1.214
H 16.542 -10.350 3.007
H 15.527 -11.843 4.412
H 13.020 -12.125 4.463
H 11.676 -10.996 2.761
H 12.721 -9.616 1.092
C 18.596 -5.643 12.440
C 18.837 -6.589 11.465
C 18.087 -6.525 10.304
C 17.073 -5.594 10.098
C 16.843 -4.687 11.106
C 17.628 -4.629 12.214
H 19.091 -5.758 13.392
H 19.589 -7.361 11.536
H 18.284 -7.308 9.588
H 16.439 -5.671 9.227
H 16.254 -3.799 10.931
H 17.542 -3.890 12.996
C 22.704 -5.042 8.837
C 21.929 -6.140 8.482
C 22.339 -7.393 8.785
C 23.535 -7.614 9.477
C 24.327 -6.518 9.835
C 23.914 -5.230 9.530
H 22.387 -4.037 8.600
H 20.992 -6.065 7.950
H 21.754 -8.268 8.542
H 23.814 -8.634 9.698
H 25.276 -6.678 10.324
H 24.589 -4.394 9.633
C 18.383 -3.846 4.695
C 18.804 -4.932 5.496
C 17.845 -5.652 6.178
C 16.487 -5.427 5.939
C 16.053 -4.436 5.085
C 17.021 -3.680 4.412
H 19.060 -3.145 4.230
H 19.843 -5.126 5.717
H 18.169 -6.299 6.980
H 15.727 -5.957 6.495
H 15.013 -4.145 5.095
H 16.739 -2.900 3.721
C 23.138 -12.259 9.669
C 21.880 -11.744 9.190
C 21.103 -10.874 9.994
C 21.481 -10.672 11.289
C 22.588 -11.294 11.845
C 23.389 -12.079 11.032
H 23.800 -12.859 9.062
H 21.408 -12.032 8.262
H 20.151 -10.461 9.696
H 20.855 -10.001 11.858
H 22.799 -11.140 12.892
H 24.324 -12.409 11.461
C 17.787 -13.720 1.679
C 18.583 -12.819 0.958
C 19.388 -11.861 1.640
C 19.629 -11.960 3.014
C 18.815 -12.840 3.744
C 17.993 -13.745 3.060
H 17.044 -14.347 1.208
H 18.440 -12.814 -0.113
H 19.914 -11.152 1.017
H 20.308 -11.293 3.524
H 19.028 -13.082 4.774
H 17.362 -14.408 3.633



16
Properties=species:S:1:pos:R:3 method="wB97M-V/def2-TZVPD" relative_energy_kcal_mol=94.5 e_homo_ev=-8.17 multiplicity=1
C 1.823 0.132 0.041
C 0.343 0.511 0.119
C -0.412 0.235 -1.171
C -2.181 -0.416 -0.154
O -1.754 0.029 1.049
C -0.376 -0.237 1.251
H 2.339 0.706 -0.736
H 2.328 0.328 0.994
H 1.941 -0.933 -0.192
H 0.257 1.582 0.345
H -0.374 1.075 -1.872
H -0.118 -0.686 -1.681
H -1.796 -1.435 -0.347
H -1.745 0.311 -1.070
H -0.091 0.118 2.246
H -0.184 -1.321 1.178



For each record above, in turn, the calculated energy values are -1347.67235 -2501.07415 -271.60200 a.u..